Record 1
A single C4H6N2S2 molecule in a non-equilibrium geometry. Source: the OMol25 dataset; level of theory: ωB97M-V/def2-TZVPD.

Properties
M   146.2 g mol⁻¹
HOMO   -0.3004 hartree
HOMO-LUMO gap   8.68 eV
Electronic energy   -1061.8457 a.u.
SMILES   S=C1N[C@@H]2[C@H](S)[C@@H]2N1

ORCA input file:
```
! RIJCOSX wB97M-V def2-TZVPD def2/J DEFGRID3
* xyz 0 1
S -0.870 2.553 -0.086
C -0.556 0.967 0.387
N 0.604 0.487 0.950
C 0.452 -0.846 1.218
C 0.533 -1.787 0.011
S 1.383 -1.240 -1.439
C -0.802 -1.285 0.648
N -1.438 -0.010 0.272
H 1.372 1.103 1.429
H 0.851 -1.395 2.103
H 0.814 -2.729 0.375
H 0.470 -1.463 -2.404
H -1.320 -2.228 1.073
H -2.316 0.062 -0.328
*
```

Atomic partial charges in e from the natural (NBO) method, atoms 1 to 6:
1. S -0.27
2. C 0.29
3. N -0.60
4. C -0.07
5. C -0.43
6. S 0.01

Record 2
C46H52F3N5O2P2S3Ti as an isolated structure. Source: the OMol25 dataset; level of theory: ωB97M-V/def2-TZVPD.

Properties
<S²>   2.0053
M   970.0 g mol⁻¹
HOMO (spin up / spin down)   -0.2342 / -0.3024 hartree
HOMO-LUMO gap (spin up / spin down)   6.80 / 8.64 eV
Electronic energy   -5234.7981 a.u.

ORCA input file:
```
! RIJCOSX wB97M-V def2-TZVPD def2/J DEFGRID3
* xyz 0 3
Ti -0.799 -0.932 -0.305
C 2.290 4.276 4.800
S 1.535 3.125 5.965
C -0.214 3.216 5.481
C -0.668 2.127 4.513
C 0.032 2.232 3.166
N -0.397 1.259 2.153
P -1.361 1.659 0.806
C -2.816 2.492 1.548
C -2.765 3.802 2.034
C -3.857 4.358 2.682
C -5.021 3.615 2.845
C -5.089 2.324 2.346
C -3.994 1.765 1.697
C -0.505 3.081 0.047
C 0.865 3.266 0.210
C 1.528 4.268 -0.484
C 0.831 5.087 -1.360
C -0.534 4.902 -1.538
C -1.198 3.906 -0.836
P 0.187 -0.347 1.990
C 1.968 -0.150 2.312
C 2.520 -0.031 3.584
C 3.878 0.223 3.739
C 4.693 0.358 2.625
C 4.150 0.242 1.351
C 2.795 -0.014 1.198
C -0.424 -1.269 3.438
C 0.289 -2.349 3.956
C -0.247 -3.121 4.976
C -1.505 -2.829 5.483
C -2.229 -1.766 4.960
C -1.694 -0.995 3.939
H 3.351 4.319 5.041
H 1.869 5.275 4.911
H 2.186 3.950 3.765
H -0.400 4.213 5.072
H -0.787 3.145 6.405
H -1.750 2.212 4.366
H -0.484 1.149 4.959
H 1.109 2.132 3.307
H -0.134 3.232 2.761
H -1.872 4.400 1.893
H -3.802 5.374 3.055
H -5.875 4.048 3.352
H -5.996 1.743 2.455
H -4.061 0.755 1.312
H 1.424 2.609 0.868
H 2.594 4.401 -0.346
H 1.349 5.866 -1.907
H -1.084 5.537 -2.221
H -2.266 3.778 -0.976
H 1.892 -0.123 4.463
H 4.291 0.321 4.736
H 5.752 0.552 2.747
H 4.783 0.340 0.477
H 2.377 -0.124 0.204
H 1.265 -2.591 3.555
H 0.320 -3.957 5.369
H -1.925 -3.433 6.277
H -3.219 -1.543 5.336
H -2.276 -0.185 3.521
C 3.670 -2.897 -6.497
C 2.645 -2.957 -5.398
C 1.510 -3.756 -5.527
C 0.577 -3.841 -4.507
C 0.768 -3.110 -3.341
C 1.899 -2.326 -3.182
C 2.826 -2.248 -4.212
S -0.491 -3.182 -2.083
O -1.365 -2.020 -2.293
O -1.088 -4.480 -2.217
N 0.178 -2.822 -0.691
C 1.170 -3.594 -0.097
C 1.585 -4.852 -0.562
C 2.633 -5.481 0.084
C 3.245 -4.871 1.166
C 2.750 -3.642 1.564
N 1.743 -3.016 0.964
H 4.391 -3.711 -6.396
H 4.227 -1.961 -6.472
H 3.203 -2.994 -7.479
H 1.357 -4.324 -6.439
H -0.298 -4.474 -4.603
H 2.043 -1.770 -2.267
H 3.711 -1.634 -4.089
H 1.084 -5.333 -1.387
H 2.966 -6.454 -0.261
H 4.071 -5.332 1.692
H 3.189 -3.120 2.412
F -3.417 -1.351 1.579
C -2.895 -1.542 0.313
F -3.829 -0.859 -0.493
F -3.163 -2.859 0.061
C -3.812 -0.363 -3.970
C -2.883 0.833 -4.114
N -1.776 0.817 -3.160
C -0.503 0.468 -3.300
S 0.562 0.621 -1.952
N 0.031 0.075 -4.468
C -0.601 -0.671 -5.563
C -0.515 0.065 -6.890
H -4.638 -0.278 -4.678
H -4.217 -0.408 -2.960
H -3.290 -1.306 -4.140
H -3.434 1.754 -3.919
H -2.481 0.933 -5.118
H -2.041 0.977 -2.197
H 1.020 -0.102 -4.372
H -1.628 -0.892 -5.299
H -0.095 -1.635 -5.626
H -1.094 0.991 -6.870
H -0.898 -0.562 -7.698
H 0.519 0.324 -7.124
*
```

Atomic partial charges in e from the Löwdin method, atoms 1 to 6:
1. Ti 0.44
2. C -0.42
3. S 0.80
4. C -0.49
5. C -0.25
6. C -0.27

Record 3
A 2-piece molecular cluster, C4H12NO2 overall in a non-equilibrium geometry. Source: the OMol25 dataset; level of theory: ωB97M-V/def2-TZVPD.

Properties
<S²>   0.7546
M   106.1 g mol⁻¹
HOMO (spin up / spin down)   -0.3476 / -0.3458 hartree
HOMO-LUMO gap (spin up / spin down)   10.23 / 6.71 eV
Electronic energy   -364.7229 a.u.

ORCA input file:
```
! RIJCOSX wB97M-V def2-TZVPD def2/J DEFGRID3
* xyz 0 2
C -0.646 -1.098 -0.156
O -1.441 -0.438 0.728
C 0.087 -0.170 -1.121
C 1.358 0.615 -0.677
C 1.746 0.406 0.827
N 0.930 1.276 1.714
H 0.113 -1.677 0.409
H -1.199 -1.857 -0.756
H 0.339 -0.627 -2.080
H -0.686 0.577 -1.377
H 2.255 0.381 -1.232
H 1.089 1.650 -0.815
H 2.819 0.534 0.953
H 1.581 -0.659 1.055
H 1.197 1.029 2.659
H -0.009 1.052 1.406
H -2.723 0.037 -0.015
H -3.348 -0.985 -0.836
O -3.463 -0.049 -0.687
*
```

Atomic partial charges in e from the natural (NBO) method, atoms 1 to 6:
1. C -0.14
2. O -0.35
3. C -0.45
4. C -0.42
5. C -0.21
6. N -0.83

Record 4
A 13-piece molecular cluster, CH28O13 overall in a non-equilibrium geometry. Source: the OMol25 dataset; level of theory: ωB97M-V/def2-TZVPD.

Properties
M   248.2 g mol⁻¹
HOMO   -0.3752 hartree
HOMO-LUMO gap   9.83 eV
Electronic energy   -1032.9757 a.u.

ORCA input file:
```
! RIJCOSX wB97M-V def2-TZVPD def2/J DEFGRID3
* xyz 0 1
C 0.048 0.332 0.238
O -1.360 0.146 0.324
H 0.381 -0.139 -0.687
H 0.369 1.367 0.130
H 0.560 -0.094 1.101
H -1.588 -0.778 0.488
O 0.973 0.569 3.880
H 1.779 0.107 4.127
H 0.268 -0.060 4.052
O 0.998 -1.437 -2.846
H 0.104 -1.175 -3.095
H 1.199 -2.186 -3.418
O 3.172 -0.131 -1.739
H 3.158 -0.723 -0.972
H 2.660 -0.594 -2.418
O -3.557 -1.928 -1.058
H -3.109 -1.938 -1.907
H -3.729 -0.996 -0.887
O 3.412 1.836 0.215
H 3.006 2.604 -0.196
H 3.483 1.187 -0.501
O -4.698 1.017 0.610
H -5.311 0.289 0.753
H -3.950 0.828 1.186
O -2.513 2.063 -1.237
H -1.852 1.505 -0.800
H -3.351 1.749 -0.890
O -0.149 -2.558 -0.613
H 0.029 -2.190 -1.491
H 0.588 -2.259 -0.072
O 0.641 2.427 -2.866
H 1.273 2.001 -2.280
H 0.313 3.179 -2.363
O -2.961 -1.752 1.789
H -2.427 -2.058 2.527
H -3.555 -1.103 2.174
O 2.114 2.801 2.553
H 1.548 2.127 2.947
H 2.471 2.391 1.754
O 2.854 -1.976 0.376
H 3.404 -1.718 1.123
H 3.306 -2.733 -0.011
*
```

Atomic partial charges in e from the natural (NBO) method, atoms 1 to 6:
1. C -0.26
2. O -0.79
3. H 0.16
4. H 0.19
5. H 0.17
6. H 0.52

Record 5
C6H13O7Tl as an isolated structure in a non-equilibrium geometry. Source: the OMol25 dataset; level of theory: ωB97M-V/def2-TZVPD.

Properties
M   401.5 g mol⁻¹
HOMO   -0.6453 hartree
HOMO-LUMO gap   3.16 eV
Electronic energy   -934.6756 a.u.

ORCA input file:
```
! RIJCOSX wB97M-V def2-TZVPD def2/J DEFGRID3
* xyz 2 1
Tl -3.900 -1.978 1.028
O -2.634 0.387 0.071
H -1.711 0.325 0.386
C 0.367 -4.616 1.829
O 0.979 -3.330 1.674
C 0.210 -2.228 1.616
O -0.970 -2.289 1.280
O 0.833 -1.203 2.057
C 0.235 0.086 2.009
H 0.065 -4.832 0.804
H -0.517 -4.644 2.467
H 1.085 -5.284 2.302
H 0.832 0.845 2.515
H -0.718 -0.027 2.525
H 0.236 0.373 0.957
C 0.913 4.726 -1.729
O 1.228 3.344 -1.910
C 0.356 2.370 -1.852
O -0.840 2.539 -1.734
O 1.017 1.196 -1.940
C 0.237 0.022 -2.264
H 1.468 5.086 -0.863
H -0.170 4.771 -1.615
H 1.263 5.268 -2.607
H 0.296 -0.253 -3.317
H -0.808 0.160 -1.986
H 0.649 -0.815 -1.701
*
```

Atomic partial charges in e from the natural (NBO) method, atoms 1 to 6:
1. Tl 1.09
2. O -0.38
3. H 0.45
4. C -0.26
5. O -0.45
6. C 1.02

Record 6
C41H49ClCsIN2O2P2 as an isolated structure. Source: the OMol25 dataset; level of theory: ωB97M-V/def2-TZVPD.

Properties
M   959.1 g mol⁻¹
HOMO   -0.0463 hartree
HOMO-LUMO gap   4.97 eV
Electronic energy   -3312.5105 a.u.

ORCA input file:
```
! RIJCOSX wB97M-V def2-TZVPD def2/J DEFGRID3
* xyz -2 1
Cs 2.086 0.598 0.365
C 1.966 3.694 2.054
C 2.346 2.830 3.099
C 3.655 2.378 2.836
C 4.083 2.961 1.626
C 3.040 3.776 1.142
H 1.022 4.220 1.986
H 1.742 2.574 3.961
H 4.234 1.709 3.461
H 5.047 2.816 1.154
H 3.066 4.372 0.238
C -0.078 4.685 -1.115
C -1.205 3.727 -1.499
C -2.333 3.793 -0.471
P -0.542 1.984 -1.543
C 0.689 2.042 -2.950
C 0.443 2.949 -4.157
C 1.012 0.623 -3.426
C -1.992 1.118 -2.279
C -2.530 1.463 -3.523
C -3.581 0.772 -4.103
C -4.134 1.176 -5.445
C -4.106 -0.320 -3.414
C -3.607 -0.672 -2.176
C -2.573 0.056 -1.584
N -2.128 -0.335 -0.295
C -2.984 -0.346 0.802
C -4.280 0.160 0.772
C -5.078 0.106 1.909
C -4.601 -0.454 3.084
C -5.452 -0.524 4.327
C -3.291 -0.928 3.100
C -2.447 -0.869 1.999
P -0.666 -1.299 1.997
C -0.349 -1.327 3.982
C -0.853 -2.358 5.001
C -0.507 0.087 4.532
C -0.391 -3.148 1.837
C 0.453 -3.584 0.638
C -1.701 -3.929 1.865
H -0.463 5.704 -1.002
H 0.719 4.709 -1.860
H 0.378 4.386 -0.169
H -1.605 4.000 -2.482
H -1.971 3.484 0.513
H -3.163 3.136 -0.739
H -2.717 4.814 -0.384
H 1.580 2.418 -2.432
H -0.277 2.513 -4.851
H 1.384 3.057 -4.703
H 0.097 3.948 -3.888
H 0.117 0.140 -3.828
H 1.395 -0.005 -2.626
H 1.775 0.661 -4.208
H -2.115 2.311 -4.055
H -3.577 2.017 -5.858
H -5.183 1.472 -5.371
H -4.077 0.353 -6.161
H -4.912 -0.898 -3.855
H -4.021 -1.514 -1.635
H -4.668 0.601 -0.136
H -6.086 0.505 1.870
H -6.478 -0.216 4.118
H -5.064 0.128 5.115
H -5.482 -1.538 4.733
H -2.909 -1.348 4.020
H 0.735 -1.504 3.890
H -1.886 -2.178 5.314
H -0.251 -2.320 5.921
H -0.805 -3.384 4.629
H -1.557 0.332 4.722
H -0.123 0.826 3.824
H 0.035 0.222 5.476
H 0.177 -3.405 2.736
H -0.105 -3.520 -0.295
H 0.767 -4.625 0.777
H 1.346 -2.972 0.512
H -2.315 -3.654 1.002
H -2.287 -3.717 2.762
H -1.514 -5.008 1.818
Cl 7.684 -4.411 -2.818
C 6.536 -3.125 -2.479
C 6.353 -2.131 -3.404
C 5.456 -1.094 -3.167
I 5.229 0.401 -4.605
C 4.682 -0.964 -1.983
O 3.897 -0.022 -1.757
C 4.891 -2.063 -1.018
N 4.164 -2.010 0.119
C 4.304 -2.951 1.019
C 5.188 -4.033 0.870
C 5.937 -4.113 -0.271
C 5.809 -3.120 -1.266
H 6.915 -2.153 -4.328
H 3.691 -2.867 1.912
H 5.264 -4.782 1.648
H 6.629 -4.930 -0.429
O -0.075 -1.057 -0.966
C -0.922 -1.081 -0.080
*
```

Atomic partial charges in e from the Löwdin method, atoms 1 to 6:
1. Cs 0.99
2. C -0.25
3. C -0.24
4. C -0.26
5. C -0.28
6. C -0.27

Record 7
C43H42FN3O2S2Si2V as an isolated structure in a non-equilibrium geometry. Source: the OMol25 dataset; level of theory: ωB97M-V/def2-TZVPD.

Properties
M   823.1 g mol⁻¹
HOMO (spin up / spin down)   -0.4007 / -0.4008 hartree
HOMO-LUMO gap (spin up / spin down)   6.11 / 6.12 eV
Electronic energy   -4397.6903 a.u.

ORCA input file:
```
! RIJCOSX wB97M-V def2-TZVPD def2/J DEFGRID3
* xyz 1 1
V -0.071 0.099 -0.208
C -2.646 -0.069 3.506
C -1.847 -0.514 2.319
N -1.507 0.338 1.401
N -1.958 1.630 1.620
C -1.136 2.535 1.236
S 0.456 2.221 0.565
S -1.484 4.223 1.468
C -2.849 4.080 2.638
C -2.487 3.728 4.067
C -1.195 3.466 4.502
C -0.948 3.163 5.838
C -1.991 3.117 6.751
C -3.289 3.369 6.320
C -3.532 3.671 4.989
C -1.339 -1.883 2.246
C -1.966 -2.949 2.896
C -1.402 -4.206 2.882
C -0.166 -4.407 2.265
C 0.483 -3.361 1.641
C -0.125 -2.114 1.603
O 0.442 -1.097 0.923
H -2.203 0.833 3.927
H -2.682 -0.841 4.268
H -3.662 0.195 3.202
H -3.526 3.334 2.226
H -3.344 5.051 2.583
H -0.367 3.506 3.802
H 0.067 2.970 6.164
H -1.797 2.894 7.793
H -4.111 3.334 7.025
H -4.547 3.868 4.659
H -2.913 -2.788 3.393
H -1.913 -5.033 3.356
H 0.288 -5.390 2.271
H 1.447 -3.485 1.163
C 0.105 -1.903 -4.302
Si -0.078 -2.147 -2.468
C 0.514 -3.851 -2.025
C -1.816 -2.164 -1.796
N 0.854 -0.856 -1.599
C 2.268 -0.970 -1.603
C 2.988 -1.733 -2.534
C 4.371 -1.721 -2.576
C 5.105 -0.952 -1.680
C 4.428 -0.198 -0.738
C 3.056 -0.245 -0.730
F 2.395 0.480 0.216
H -0.795 -2.234 -4.829
H 0.933 -2.508 -4.680
H 0.303 -0.861 -4.565
H -0.133 -4.562 -2.552
H 0.404 -4.040 -0.955
H 1.545 -4.071 -2.305
H -2.376 -2.930 -2.342
H -2.377 -1.240 -1.882
H -1.800 -2.467 -0.740
H 2.456 -2.329 -3.261
H 4.878 -2.318 -3.322
H 6.186 -0.945 -1.710
H 4.938 0.414 -0.004
O -1.242 0.726 -1.225
Si -2.126 1.718 -2.317
C -3.106 2.941 -1.335
C -3.088 4.293 -1.685
C -3.947 5.198 -1.072
C -4.832 4.761 -0.097
C -4.859 3.418 0.269
C -4.006 2.517 -0.350
C -3.350 0.780 -3.362
C -4.716 1.084 -3.340
C -5.600 0.456 -4.213
C -5.136 -0.481 -5.124
C -3.778 -0.782 -5.176
C -2.902 -0.149 -4.310
C -0.902 2.518 -3.455
C 0.432 2.778 -3.124
C 1.261 3.478 -3.991
C 0.769 3.928 -5.210
C -0.548 3.666 -5.565
C -1.375 2.967 -4.696
H -2.400 4.643 -2.448
H -3.926 6.243 -1.357
H -5.511 5.465 0.370
H -5.556 3.074 1.025
H -4.055 1.467 -0.077
H -5.101 1.820 -2.646
H -6.654 0.709 -4.186
H -5.827 -0.968 -5.801
H -3.406 -1.496 -5.902
H -1.843 -0.360 -4.382
H 0.837 2.432 -2.182
H 2.289 3.678 -3.713
H 1.412 4.479 -5.885
H -0.931 4.003 -6.521
H -2.402 2.765 -4.987
*
```

Atomic partial charges in e from the Löwdin method, atoms 1 to 6:
1. V 0.85
2. C 0.02
3. C -0.18
4. N -0.02
5. N -0.02
6. C -1.00

Record 8
An isolated ion of composition C8H20N2O2 and charge +2 in a non-equilibrium geometry. Source: the OMol25 dataset; level of theory: ωB97M-V/def2-TZVPD.

Properties
M   176.3 g mol⁻¹
HOMO   -0.6686 hartree
HOMO-LUMO gap   11.72 eV
Electronic energy   -576.1345 a.u.
SMILES   CC/C(O)=[NH+]/C[C@H](O)[C@H]([NH3+])CC

ORCA input file:
```
! RIJCOSX wB97M-V def2-TZVPD def2/J DEFGRID3
* xyz 2 1
C -5.116 -0.368 0.493
C -3.871 -0.496 -0.446
C -2.831 0.547 -0.238
O -2.929 1.820 0.030
N -1.583 0.059 -0.044
C -0.134 0.449 0.289
C 0.788 -0.436 -0.609
O 0.488 -1.793 -0.414
C 2.304 -0.245 -0.398
N 2.778 -1.116 0.746
C 2.863 1.232 -0.355
C 4.392 1.278 0.091
H -4.884 -0.765 1.600
H -5.829 -1.086 0.201
H -5.458 0.582 0.637
H -4.107 -0.314 -1.552
H -3.555 -1.587 -0.421
H -3.854 2.084 0.119
H -1.479 -0.965 -0.007
H -0.099 1.435 0.006
H 0.171 0.093 1.362
H 0.759 -0.337 -1.725
H 0.179 -2.238 -1.153
H 2.909 -0.830 -1.088
H 3.749 -1.057 1.016
H 2.672 -2.212 0.570
H 2.368 -0.954 1.708
H 2.134 1.760 0.291
H 2.682 1.498 -1.322
H 5.162 0.880 -0.702
H 4.625 0.690 1.097
H 4.703 2.392 0.218
*
```

Atomic partial charges in e from the natural (NBO) method, atoms 1 to 6:
1. C -0.60
2. C -0.52
3. C 0.74
4. O -0.57
5. N -0.54
6. C -0.23

Record 9
An isolated ion of composition C3H9N2S and charge +1 in a non-equilibrium geometry. Source: the OMol25 dataset; level of theory: ωB97M-V/def2-TZVPD.

Properties
M   105.2 g mol⁻¹
HOMO   -0.5200 hartree
HOMO-LUMO gap   10.45 eV
Electronic energy   -627.0586 a.u.

ORCA input file:
```
! RIJCOSX wB97M-V def2-TZVPD def2/J DEFGRID3
* xyz 1 1
C 0.655 -0.917 0.498
C -0.668 -0.501 1.210
C 0.321 1.102 -0.754
N -2.643 -0.034 -0.757
N 1.275 0.284 -0.149
S -1.489 0.838 0.101
H 1.262 -1.360 1.280
H 0.456 -1.825 -0.255
H -1.328 -1.400 1.165
H -0.768 -0.008 2.164
H 0.557 2.236 -0.699
H 0.118 0.917 -1.867
H -3.537 0.373 -0.794
H 1.897 0.724 0.539
H -2.546 -0.447 -1.940
*
```

Atomic partial charges in e from the natural (NBO) method, atoms 1 to 6:
1. C -0.26
2. C -0.52
3. C -0.27
4. N -1.01
5. N -0.59
6. S 0.86